[1]
Formula: C30H40BN14PS2Ti
Source: the Open Molecules 2025 dataset
Level of theory: ωB97M-V with the def2-TZVPD basis set

Kohn-Sham gap (spin up / spin down) = 0.2053 / 0.2930 hartree
<S²> = 2.005
energy relative to the best compared isomer or geometry (same formula, charge and spin) = 0.7604 eV
strongest force on any atom = 1.2 eV/A

```
! wB97M-V def2-TZVPD RIJCOSX def2/J DEFGRID3
* xyz 0 3
Ti 0.4673 -0.8858 0.6468
C 2.1163 -4.8846 0.5121
C 2.2268 -3.5109 0.7465
N 1.0948 -2.8817 0.4463
N 0.2332 -3.8378 0.0172
C 0.8289 -5.0395 0.0417
B -1.0891 -3.4727 -0.7079
N -1.9977 -2.5193 0.1076
C -3.2664 -2.7412 0.4777
C -3.8323 -1.5394 0.8532
C -2.8008 -0.6158 0.6729
N -1.6995 -1.2032 0.2256
N -0.7404 -2.7425 -2.0240
C -1.0731 -3.0648 -3.2828
C -0.6088 -2.0719 -4.1218
C 0.0066 -1.1656 -3.2498
N -0.0713 -1.5683 -1.9885
H 2.8572 -5.6454 0.6744
H 3.0642 -2.9486 1.1290
H 0.2917 -5.9146 -0.2786
H -1.6887 -4.4902 -0.9456
H -3.6781 -3.7333 0.4350
H -4.8286 -1.3618 1.2129
H -2.7979 0.4448 0.8570
H -1.6222 -3.9667 -3.4854
H -0.7058 -2.0080 -5.1900
H 0.5137 -0.2461 -3.4935
C -1.8143 2.1264 2.5349
N -0.4220 1.7593 2.3732
C 0.3710 2.9329 2.0567
C 0.0264 1.1371 3.6076
C -0.4896 -0.2698 3.7650
C -1.0242 -0.6043 5.0063
C -1.4460 -1.8986 5.2831
C -1.3206 -2.8517 4.2858
C -0.7867 -2.4902 3.0496
C -0.3480 -1.1963 2.7077
H -2.3713 1.2784 2.9300
H -2.2439 2.4160 1.5806
H -1.9277 2.9692 3.2372
H 0.2305 3.7411 2.7950
H 0.0937 3.3205 1.0752
H 1.4282 2.6684 2.0316
H -0.2874 1.7441 4.4758
H 1.1210 1.1471 3.6079
H -1.1189 0.1611 5.7701
H -1.8698 -2.1478 6.2472
H -1.6286 -3.8747 4.4635
H -0.6865 -3.2885 2.3182
N 2.3358 -1.5978 3.7735
C 2.8132 -0.6150 2.9756
N 2.4201 -0.4045 1.7387
C 3.2429 0.5659 1.1537
C 4.1586 1.1355 1.9615
S 4.0840 0.4272 3.5285
C 3.2385 0.6459 -0.3222
C 3.9878 1.4602 -1.0974
S 4.0886 0.8046 -2.6890
C 3.1135 -0.5349 -2.1742
N 2.6617 -0.4432 -0.9558
N 2.8078 -1.5499 -3.0224
H 1.4155 -1.9458 3.4979
H 2.4400 -1.4781 4.7695
H 4.9265 1.8406 1.7034
H 4.5522 2.3290 -0.8124
H 2.3114 -2.3269 -2.6146
H 3.4449 -1.7634 -3.7705
C -0.3204 4.5323 -3.3301
N 0.1523 3.2333 -3.8004
C -0.9691 2.5339 -4.4293
N -2.1607 2.4150 -3.5939
C -2.5401 3.7461 -3.1353
N -1.4755 4.4667 -2.4390
C -1.1353 3.8063 -1.1755
P -0.5280 2.0422 -1.3545
C 0.7009 2.4554 -2.6880
C -1.9264 1.5165 -2.4611
H -0.6064 5.1241 -4.2034
H 0.4983 5.0425 -2.8179
H -0.6435 1.5347 -4.7253
H -1.2431 3.0888 -5.3303
H -3.4054 3.6604 -2.4747
H -2.8265 4.3381 -4.0085
H -2.0197 3.8141 -0.5360
H -0.3703 4.3978 -0.6654
H 1.1573 1.5398 -3.0750
H 1.5114 3.0252 -2.2207
H -2.8312 1.4721 -1.8473
H -1.7474 0.5008 -2.8225
*
```

***

[2]
Formula: C13H11Cl2N5O2
Source: the Open Molecules 2025 dataset
Level of theory: ωB97M-V with the def2-TZVPD basis set

Kohn-Sham gap = 0.2436 hartree
strongest force on any atom = 2.8 eV/A

```
! wB97M-V def2-TZVPD RIJCOSX def2/J DEFGRID3
* xyz 0 1
N -2.5809 -2.3429 1.5735
C -1.5796 -1.7270 1.6550
C -0.3901 -0.9928 1.8092
C -0.4614 0.4530 1.5465
C -1.4254 0.9814 2.5288
N -2.2379 1.3585 3.2774
C 0.8231 1.2679 1.7606
O 0.9887 2.3282 1.1690
C 1.8269 0.6534 2.6673
Cl 3.0701 1.6970 3.1829
C 1.7782 -0.6733 3.0054
Cl 3.0952 -1.4349 3.7876
C 0.6328 -1.5661 2.6513
O 0.5411 -2.7396 3.0244
C 1.7078 -0.8443 -0.3281
N 0.6662 -0.3854 -1.2264
C 0.8593 -0.5446 -2.6624
C -0.3575 0.1166 -3.2615
N -1.0726 0.6194 -2.1142
C -2.3608 1.2490 -2.3055
C -0.4644 0.2962 -0.9645
N -0.9932 0.6976 0.2183
H 1.9293 -0.0989 0.4386
H 1.4441 -1.7966 0.1536
H 2.6284 -0.9726 -0.9005
H 1.7869 -0.0488 -2.9789
H 0.9268 -1.6086 -2.9199
H -0.0938 0.9322 -3.9459
H -0.9801 -0.5891 -3.8225
H -2.8089 1.5498 -1.3565
H -2.2433 2.1306 -2.9489
H -3.0340 0.5489 -2.8194
H -1.6209 1.4858 0.1057
*
```

***

[3]
Formula: C16H22N6O4ReS2
Source: the Open Molecules 2025 dataset
Level of theory: ωB97M-V with the def2-TZVPD basis set

Kohn-Sham gap (spin up / spin down) = 0.2174 / 0.2346 hartree
<S²> = 0.756
energy relative to the best compared isomer or geometry (same formula, charge and spin) = 1.4687 eV
strongest force on any atom = 4.3 eV/A

```
! wB97M-V def2-TZVPD RIJCOSX def2/J DEFGRID3
* xyz 2 2
Re -0.0794 -0.1522 -0.6985
C 1.2619 1.3179 -3.0943
C 0.5669 2.3699 -2.2197
N 0.6917 1.9981 -0.7911
C 2.0440 2.2320 -0.2260
C 2.5025 1.0167 0.5899
N 2.1409 -0.2265 -0.1280
C 2.9778 -0.5039 -1.3334
C 2.0894 -0.9354 -2.5088
N 0.9391 -0.0295 -2.5911
H 2.3433 1.4708 -3.0684
H 0.9338 1.4388 -4.1300
H -0.4987 2.3895 -2.4499
H 0.9854 3.3637 -2.4105
H -0.0069 2.5438 -0.2749
H 2.0420 3.1064 0.4260
H 2.7422 2.4271 -1.0397
H 1.9717 1.0007 1.5449
H 3.5792 1.0740 0.7779
H 2.2616 -1.0028 0.5225
H 3.7060 -1.2898 -1.1243
H 3.5348 0.3989 -1.5890
H 1.6927 -1.9388 -2.3343
H 2.6626 -0.9539 -3.4413
H 0.2168 -0.4903 -3.1815
O -2.8775 -2.3849 -1.7266
S -1.7014 -1.6427 -1.9626
O -1.1053 -1.5790 -3.2781
O -1.8667 -0.1770 -1.5168
O -0.5586 -2.0455 -1.0139
N -2.2732 -0.2863 2.9391
C -1.4832 -1.3945 3.1566
C -1.4711 -2.3650 4.1469
C -0.5819 -3.4166 3.9917
C 0.2576 -3.5076 2.8768
C 0.2793 -2.5262 1.9071
C -0.5981 -1.4501 2.0573
N -0.8491 -0.3713 1.2431
C -1.8888 0.2831 1.7820
C -2.5730 1.3619 1.1237
C -3.9260 1.6200 1.2321
S -4.3947 2.8336 0.1448
C -2.7505 2.9571 -0.3630
N -1.9267 2.1441 0.2109
H -3.0095 0.0322 3.5540
H -2.1387 -2.3192 4.9914
H -0.5546 -4.1997 4.7335
H 0.8976 -4.3691 2.7723
H 0.8969 -2.6193 1.0287
H -4.6498 1.1096 1.8340
H -2.4545 3.6873 -1.0917
*
```